1.
Computed, not measured: C56H51Cl2N4O5P2S2Ta as an isolated structure, with ωB97M-V with the def2-TZVPD basis set.

The calculation puts the HOMO energy at -0.42728 Eh. As for the total charge: +2. Its orbital gap is 0.2242 hartree. As for the total energy: -141940.0792 eV. For the relative energy (zero: lowest compared OMol25 entry of this formula, charge and spin), the calculation gives 0.5894 eV.

Atoms and positions in Å:
Ta  -0.579  -0.054  -0.486
C  -3.173  -4.723  1.452
C  -1.709  -4.905  1.823
N  -0.809  -4.787  0.666
C  -0.443  -6.033  -0.039
C  -1.282  -6.284  -1.281
C  -0.392  -3.612  0.226
S  -0.783  -2.186  1.108
N  0.428  -3.674  -0.868
C  0.621  -2.693  -1.677
O  0.044  -1.513  -1.552
C  1.508  -2.818  -2.841
C  1.744  -1.716  -3.663
C  2.609  -1.838  -4.737
C  3.240  -3.049  -4.991
C  3.001  -4.150  -4.176
C  2.135  -4.037  -3.104
H  -3.788  -4.780  2.350
H  -3.511  -5.498  0.766
H  -3.337  -3.751  0.987
H  -1.538  -5.892  2.250
H  -1.404  -4.177  2.573
H  -0.570  -6.836  0.685
H  0.612  -5.976  -0.294
H  -2.338  -6.401  -1.042
H  -0.947  -7.202  -1.765
H  -1.174  -5.467  -1.994
H  1.245  -0.777  -3.462
H  2.788  -0.992  -5.387
H  3.914  -3.140  -5.832
H  3.484  -5.094  -4.385
H  1.934  -4.885  -2.464
O  0.713  0.145  1.101
P  1.771  0.885  1.923
C  2.546  2.086  0.799
P  2.647  1.385  -0.891
O  1.348  0.680  -1.224
C  2.920  2.749  -2.004
C  3.262  4.026  -1.569
C  3.428  5.048  -2.493
C  3.243  4.794  -3.844
C  2.896  3.520  -4.280
C  2.736  2.496  -3.364
C  4.032  0.268  -0.938
C  3.834  -1.090  -0.710
C  4.919  -1.950  -0.693
C  6.198  -1.453  -0.903
C  6.399  -0.096  -1.129
C  5.317  0.767  -1.152
C  3.028  -0.288  2.413
C  2.635  -1.610  2.619
C  3.577  -2.554  2.994
C  4.905  -2.185  3.160
C  5.297  -0.870  2.952
C  4.361  0.080  2.581
C  1.100  1.714  3.345
C  1.976  2.337  4.235
C  1.473  2.999  5.341
C  0.102  3.031  5.567
C  -0.768  2.393  4.693
C  -0.274  1.730  3.580
H  3.531  2.391  1.154
H  1.904  2.967  0.762
H  3.404  4.241  -0.517
H  3.702  6.039  -2.157
H  3.373  5.591  -4.564
H  2.754  3.329  -5.335
H  2.458  1.504  -3.702
H  2.835  -1.471  -0.535
H  4.765  -3.008  -0.525
H  7.044  -2.126  -0.897
H  7.397  0.283  -1.300
H  5.474  1.821  -1.353
H  1.601  -1.898  2.476
H  3.276  -3.580  3.156
H  5.639  -2.924  3.452
H  6.333  -0.586  3.075
H  4.690  1.098  2.407
H  3.049  2.301  4.083
H  2.150  3.480  6.033
H  -0.287  3.547  6.434
H  -1.833  2.404  4.880
H  -0.956  1.216  2.915
S  -1.173  0.977  -2.676
C  -0.820  2.465  -1.843
C  -0.740  3.742  -2.392
C  -0.500  4.800  -1.537
C  -0.387  4.576  -0.163
C  -0.486  3.284  0.303
N  -0.642  2.250  -0.530
H  -0.874  3.884  -3.454
H  -0.427  5.805  -1.931
H  -0.255  5.393  0.532
H  -0.440  3.059  1.362
Cl  -6.938  2.894  3.337
C  -5.737  3.276  2.143
C  -4.887  4.338  2.382
C  -3.916  4.663  1.449
C  -3.833  3.928  0.282
C  -4.700  2.875  0.041
Cl  -4.536  2.063  -1.488
C  -5.680  2.497  0.967
N  -6.587  1.475  0.797
C  -6.487  0.282  0.041
C  -7.556  -0.039  -0.793
C  -7.562  -1.219  -1.513
C  -6.490  -2.092  -1.419
C  -5.428  -1.780  -0.588
C  -5.411  -0.605  0.157
C  -4.262  -0.335  1.094
C  -2.937  -0.148  0.437
O  -1.997  0.540  0.971
O  -2.583  -0.748  -0.624
H  -5.002  4.904  3.296
H  -3.255  5.502  1.618
H  -3.120  4.180  -0.489
H  -7.427  1.563  1.346
H  -8.375  0.663  -0.880
H  -8.399  -1.450  -2.157
H  -6.485  -3.015  -1.982
H  -4.597  -2.469  -0.504
H  -4.096  -1.202  1.749
H  -4.430  0.508  1.762

Atomic forces in eV per Å
1.2 0.3 0.4
0.0 0.0 0.0
0.0 0.0 0.0
0.0 0.1 0.0
0.0 0.0 0.0
0.0 0.0 0.0
0.0 -0.2 -0.1
0.0 0.0 0.1
0.0 0.1 0.0
-0.2 0.0 0.0
-0.1 -0.3 -0.3
0.1 -0.1 0.1
0.0 0.0 0.0
0.0 0.0 0.0
0.0 0.0 0.0
0.0 0.0 0.0
0.0 0.0 0.0
0.0 0.0 0.0
0.0 0.0 0.0
0.0 0.0 0.0
0.0 0.0 0.0
0.0 0.0 0.0
0.0 0.0 0.0
0.0 0.0 0.0
0.0 0.0 0.0
0.0 0.0 0.0
0.0 0.0 0.0
0.0 0.0 0.0
0.0 0.0 0.0
0.0 0.0 0.0
0.0 0.0 0.0
0.0 0.0 0.0
-0.5 0.5 0.8
0.5 -0.2 -0.3
0.0 -0.1 0.1
-0.1 0.1 0.1
0.3 -0.3 -0.2
-0.1 0.0 0.1
0.0 0.0 0.0
0.0 0.0 0.0
0.0 0.0 0.0
0.0 0.0 0.0
0.0 0.0 0.0
0.0 0.0 -0.1
-0.1 0.0 0.1
0.0 0.0 0.0
0.0 0.0 0.0
0.0 -0.1 0.0
0.0 0.0 0.0
0.0 0.0 0.0
0.0 0.0 0.1
0.0 0.0 0.0
0.0 0.0 0.0
0.0 0.0 0.0
0.0 0.1 -0.1
-0.1 0.0 0.0
0.0 0.0 0.0
0.0 0.0 0.0
0.0 0.0 0.0
0.0 0.0 0.0
-0.1 -0.1 0.0
0.0 0.0 0.0
0.0 0.0 0.0
0.0 0.0 0.0
0.0 0.0 0.0
0.0 0.0 0.0
0.0 0.0 0.0
0.0 0.0 0.0
0.0 0.0 0.0
0.0 0.0 0.0
0.0 0.0 0.0
0.0 0.0 0.0
0.0 0.0 0.0
0.0 0.0 0.0
0.0 0.0 0.0
0.0 0.0 0.0
0.0 0.0 0.0
0.0 0.0 0.0
0.0 0.0 0.0
0.0 0.0 0.0
0.0 0.0 0.0
0.0 0.0 0.0
0.0 0.0 -0.1
-0.2 0.1 -0.1
-0.1 -0.1 -0.1
0.0 0.1 0.1
0.0 0.0 0.0
0.0 0.0 0.0
0.1 0.0 0.1
-0.2 0.0 -0.1
0.0 0.0 0.0
0.0 0.0 0.0
0.0 0.0 0.0
0.0 0.0 0.0
0.0 0.0 0.0
0.0 0.0 0.0
-0.1 -0.1 0.0
0.0 0.0 0.0
0.0 0.0 0.0
0.0 0.0 0.0
0.0 0.0 0.0
0.0 0.0 0.1
0.0 -0.1 0.0
0.1 -0.1 -0.1
0.1 0.0 0.0
-0.1 0.0 0.0
0.0 0.0 0.0
0.0 0.0 0.0
-0.1 0.1 0.0
0.1 0.1 0.0
-0.1 -0.2 -0.2
-0.1 0.0 0.4
-0.4 0.1 -0.3
0.0 0.0 0.0
0.0 0.0 0.0
0.0 0.0 0.0
0.0 0.0 0.0
0.0 0.0 0.0
0.0 0.0 0.0
0.0 0.0 0.0
0.0 0.0 0.0
0.0 0.0 0.0
0.0 0.0 0.0

Here are the Mulliken charges for atoms 1 to 6, given in e: Ta 0.618; C -0.587; C -0.918; N 0.317; C -0.569; C -0.980

2.
Computed, not measured: a 2-piece molecular cluster, C7H14O2P overall, with ωB97M-V with the def2-TZVPD basis set.

The calculation puts the HOMO energy (spin up / spin down) at -0.17094 / -0.08230 Eh. As for the total charge: -1. Its orbital gap (spin up / spin down) is 0.2908 / 0.1975 hartree. As for the total energy: -20870.1256 eV. For the relative energy (zero: lowest compared OMol25 entry of this formula, charge and spin), the calculation gives 1.0149 eV.

Atoms and positions in Å:
C  -1.248  0.448  0.930
C  -0.254  -0.346  1.767
C  -0.493  1.288  -0.094
C  0.522  -1.310  0.861
C  0.336  0.417  -1.051
C  1.112  -0.596  -0.296
C  -0.584  -0.225  -2.121
O  2.073  2.967  3.027
O  3.064  0.974  4.244
P  3.217  2.023  3.194
H  -1.936  -0.240  0.428
H  -1.841  1.104  1.573
H  0.446  0.340  2.248
H  -0.773  -0.905  2.552
H  -1.190  1.910  -0.665
H  0.185  1.948  0.449
H  1.310  -1.803  1.434
H  -0.180  -2.101  0.533
H  1.031  1.071  -1.595
H  2.103  -0.854  -0.627
H  0.012  -0.754  -2.861
H  -1.167  0.543  -2.626
H  -1.265  -0.937  -1.664
H  3.469  1.380  1.929

Atomic forces in eV per Å
0.1 0.1 0.2
-0.1 -0.1 0.0
0.0 0.0 0.0
0.0 0.0 0.3
-0.3 0.3 -0.4
0.1 -0.1 -0.1
0.4 0.1 0.3
-0.4 0.8 -0.7
0.5 -1.0 0.5
-0.1 0.2 0.4
-0.1 0.0 0.0
0.0 0.0 0.0
0.0 0.0 0.1
0.1 0.0 0.0
0.1 0.0 0.0
0.0 0.1 0.0
0.0 -0.1 0.0
0.1 0.0 0.0
-0.1 -0.1 0.1
0.2 -0.1 -0.1
0.0 -0.1 -0.1
-0.1 0.1 -0.1
-0.2 -0.1 0.0
0.0 -0.2 -0.3

Here are the natural (NBO) charges for atoms 1 to 6, given in e: C -0.399; C -0.397; C -0.396; C -0.476; C -0.289; C -0.070

3.
Computed, not measured: a 2-piece molecular cluster, C15H21BF11I2O overall, with ωB97M-V with the def2-TZVPD basis set.

The calculation puts the HOMO energy at -0.20182 Eh. As for the total charge: -1. Its orbital gap is 0.2879 hartree. As for the total energy: -64714.0628 eV. For the relative energy (zero: lowest compared OMol25 entry of this formula, charge and spin), the calculation gives 0.0000 eV.

Atoms and positions in Å:
C  5.958  3.821  1.282
C  5.119  3.280  0.116
C  3.674  2.901  0.486
I  2.553  4.778  0.442
B  3.079  1.746  -0.553
C  1.470  1.837  -0.828
C  0.588  1.780  0.451
C  -0.580  0.842  0.377
F  -0.966  0.367  -0.821
C  -1.239  0.399  1.432
F  -2.092  -0.627  1.432
F  -1.137  0.919  2.644
C  3.657  0.219  -0.166
I  2.126  -1.349  -0.134
C  4.472  0.034  1.135
C  5.994  0.265  0.963
H  7.024  3.628  1.155
H  5.851  4.908  1.328
H  5.607  3.438  2.240
H  5.596  2.454  -0.407
H  5.045  4.076  -0.626
H  3.635  2.630  1.541
H  3.581  2.033  -1.646
H  1.145  1.083  -1.545
H  1.239  2.781  -1.330
H  1.201  1.493  1.307
H  0.213  2.782  0.672
H  4.306  -0.120  -0.971
H  4.069  0.606  1.970
H  4.377  -1.010  1.440
H  6.249  0.288  -0.095
H  6.541  -0.557  1.426
H  6.311  1.185  1.445
C  -4.589  -2.377  -0.448
C  -4.356  -3.522  -1.446
C  -4.883  -3.345  -2.872
F  -6.229  -3.246  -2.887
F  -4.540  -4.432  -3.602
F  -4.819  -4.685  -0.933
F  -3.008  -3.641  -1.580
O  -5.661  -2.536  0.468
C  -6.926  -2.118  0.197
C  -7.915  -3.286  0.254
F  -7.612  -4.209  -0.678
F  -9.162  -2.820  0.001
F  -7.021  -1.450  -0.965
F  -7.296  -1.260  1.180
H  -3.702  -2.374  0.183
H  -4.610  -1.405  -0.939
H  -4.446  -2.458  -3.338
H  -7.893  -3.748  1.242

Atomic forces in eV per Å
-0.1 0.4 -0.3
-0.2 0.6 0.2
0.4 -0.5 -0.4
-0.1 0.1 0.2
-0.4 0.4 -0.7
-0.3 0.1 0.3
-0.1 0.2 -0.4
0.2 0.1 0.5
0.0 -0.3 -0.2
-0.1 0.0 -0.4
-0.4 0.1 0.0
0.3 -0.1 0.3
0.4 0.6 0.6
0.0 -0.1 -0.1
0.2 -0.8 -0.1
-0.5 0.1 0.3
0.0 -0.2 0.1
-0.1 0.0 0.1
0.2 -0.2 0.1
0.0 -0.2 0.2
0.1 -0.2 -0.2
-0.1 0.1 0.1
0.1 -0.1 0.0
0.1 -0.2 0.1
0.1 0.0 0.0
-0.1 -0.1 0.1
0.0 0.0 0.0
-0.2 -0.2 -0.1
0.0 0.2 -0.1
-0.1 0.0 0.1
0.2 0.1 0.0
0.1 0.0 0.0
0.2 0.1 -0.2
0.4 0.4 0.3
-0.2 -0.2 0.3
0.1 0.0 -0.1
0.0 0.0 0.1
0.0 0.0 0.0
0.0 0.0 -0.1
0.1 0.1 -0.1
-0.1 -0.4 -0.3
0.2 0.2 0.1
-0.1 -0.1 0.0
0.0 0.0 0.0
0.0 0.0 0.0
0.0 0.0 -0.1
-0.1 0.1 0.0
0.0 0.0 0.0
-0.1 -0.1 -0.2
0.0 0.0 0.0
0.0 0.0 0.0

Here are the natural (NBO) charges for atoms 1 to 6, given in e: C -0.625; C -0.453; C -0.428; I -0.052; B 0.051; C -0.640

4.
Computed, not measured: C4H3NO in the gas phase, with ωB97M-V with the def2-TZVPD basis set.

The calculation puts the HOMO energy at -0.36612 Eh. Its orbital gap is 0.3118 hartree. As for the total energy: -7728.0499 eV. For the relative energy (zero: lowest compared OMol25 entry of this formula, charge and spin), the calculation gives 4.6941 eV. As for the structure (SMILES): N#CC#CCO.

Atoms and positions in Å:
C  1.023  -1.399  -0.590
C  0.415  -0.178  -0.320
C  0.390  0.970  0.369
C  -0.541  1.844  0.928
H  -0.653  -1.677  -1.662
H  1.794  -1.106  -1.316
H  1.660  -1.894  0.033
N  -1.623  2.306  1.517
O  0.106  -2.361  -1.251

Atomic forces in eV per Å
-0.6 -1.5 -4.9
0.0 8.1 6.2
-1.5 -5.8 -4.3
-9.2 3.2 5.3
2.9 -3.1 1.4
0.0 0.0 -0.7
0.8 -1.3 2.9
9.9 -3.6 -5.3
-2.2 4.0 -0.7

Here are the natural (NBO) charges for atoms 1 to 6, given in e: C -0.207; C 0.130; C -0.119; C 0.191; H 0.473; H 0.222

5.
Computed, not measured: C18H21N4O13Ti as an isolated structure, with ωB97M-V with the def2-TZVPD basis set.

The calculation puts the HOMO energy (spin up / spin down) at -0.12688 / -0.22579 Eh. The expectation value of S² is 2.005. As for the total charge: -1. Its orbital gap (spin up / spin down) is 0.2049 / 0.3040 hartree. Its spin multiplicity is 3. As for the total energy: -74701.4627 eV. For the relative energy (zero: lowest compared OMol25 entry of this formula, charge and spin), the calculation gives 0.8837 eV.

Atoms and positions in Å:
Ti  0.540  -0.135  0.262
O  -0.942  3.346  1.158
C  -0.181  2.447  1.516
O  0.683  1.878  0.759
C  -0.307  1.906  2.925
C  -0.526  2.785  3.954
C  -0.660  2.326  5.265
C  -0.602  0.977  5.550
C  -0.383  0.093  4.518
C  -0.263  0.489  3.152
O  -0.211  -0.361  2.206
N  -0.300  -1.319  4.875
O  0.528  -2.008  4.310
O  -1.030  -1.726  5.766
N  -0.871  3.268  6.346
O  -0.924  4.456  6.073
O  -0.985  2.830  7.481
H  -0.605  3.841  3.739
H  -0.720  0.618  6.561
O  1.397  -2.576  -5.080
C  0.443  -3.245  -4.465
O  -0.128  -4.185  -4.972
C  0.082  -2.802  -3.089
C  -0.871  -3.426  -2.316
N  -0.921  -2.769  -1.143
N  -0.054  -1.747  -1.097
C  0.560  -1.747  -2.278
C  1.571  -0.663  -2.490
O  2.242  -0.667  -3.539
O  1.638  0.167  -1.542
H  1.765  -1.813  -4.512
H  -1.498  -4.272  -2.538
H  -1.512  -2.949  -0.349
C  -3.124  -0.723  0.616
C  -2.808  0.732  0.359
O  -1.594  0.819  -0.394
H  -4.032  -0.809  1.214
H  -2.305  -1.186  1.170
H  -3.284  -1.251  -0.327
H  -2.699  1.278  1.299
H  -3.613  1.202  -0.214
H  -1.306  1.748  -0.385
C  1.487  -3.479  1.520
C  2.541  -2.726  0.738
O  2.337  -1.323  0.896
C  3.521  -0.553  1.138
C  4.459  -0.526  -0.050
H  1.649  -3.382  2.592
H  1.498  -4.535  1.243
H  0.498  -3.073  1.313
H  2.512  -2.974  -0.328
H  3.538  -2.974  1.112
H  4.010  -0.956  2.032
H  3.163  0.451  1.369
H  4.837  -1.521  -0.289
H  5.316  0.108  0.184
H  3.952  -0.118  -0.924

Atomic forces in eV per Å
-0.4 0.3 -0.1
0.0 0.0 0.0
-0.1 -0.1 -0.1
0.3 0.0 0.2
0.0 0.1 0.0
0.0 0.0 0.0
0.0 0.0 0.0
0.0 0.0 0.0
-0.1 0.0 0.0
0.0 0.0 0.1
0.0 -0.1 -0.1
0.1 0.0 0.2
-0.1 0.0 0.0
0.0 0.0 -0.1
0.0 0.0 0.0
0.0 0.0 0.0
0.0 0.0 0.0
0.0 0.0 0.0
0.0 0.0 0.0
0.1 0.1 0.1
0.0 0.0 0.0
0.0 0.0 0.0
0.0 0.0 0.0
0.0 0.0 0.0
0.0 0.0 0.0
-0.1 -0.3 -0.2
0.0 0.0 0.0
0.0 0.0 -0.1
-0.1 -0.1 0.0
0.1 0.0 -0.2
-0.1 -0.1 0.0
0.0 0.0 0.0
0.0 0.0 0.0
0.0 0.0 0.0
0.0 0.0 0.0
0.2 -0.1 0.0
0.0 0.0 0.0
0.0 0.0 0.0
0.0 0.0 0.0
0.0 0.0 0.0
0.0 0.0 0.0
-0.1 0.0 0.0
0.0 0.0 0.0
0.0 0.0 0.0
0.0 0.1 0.1
0.0 0.0 0.0
0.0 0.0 0.0
0.0 0.0 0.0
0.0 0.0 0.0
0.0 0.0 0.0
0.0 0.0 0.0
0.0 0.0 0.0
0.0 0.0 0.0
0.0 0.0 0.0
0.0 0.0 0.0
0.0 0.0 0.0
0.0 0.0 0.0

Here are the natural (NBO) charges for atoms 1 to 6, given in e: Ti 1.348; O -0.687; C 0.784; O -0.811; C -0.254; C -0.109

6.
Computed, not measured: H29O15 as an isolated structure, with ωB97M-V with the def2-TZVPD basis set.

The calculation puts the HOMO energy at -0.24233 Eh. As for the total charge: -1. Its orbital gap is 0.3266 hartree. As for the total energy: -31185.1902 eV. For the relative energy (zero: lowest compared OMol25 entry of this formula, charge and spin), the calculation gives 1.0303 eV.

Atoms and positions in Å:
O  -1.755  2.918  -0.643
H  -0.934  2.537  -0.305
H  -0.951  -0.506  -4.290
O  -0.027  2.423  4.062
H  -0.651  1.941  3.514
H  0.505  -3.820  -3.058
O  -1.219  0.333  -4.660
H  -0.287  0.701  0.152
H  3.730  3.525  0.467
O  -4.535  -1.948  -0.526
H  -4.206  1.420  -0.562
H  -5.352  -1.657  -0.116
O  2.378  1.410  -1.999
H  2.896  0.927  -2.643
H  0.381  1.052  1.482
O  2.340  0.825  0.861
H  3.613  -3.496  -1.305
H  1.746  0.067  0.230
O  0.903  -0.450  -0.554
H  1.660  0.850  -1.649
H  0.536  2.939  3.479
O  -2.750  -0.556  2.810
H  -3.594  -0.187  2.514
H  -2.275  3.024  0.162
O  -3.981  0.736  0.080
H  -3.044  0.806  0.307
H  -1.852  0.851  -4.168
O  2.753  -3.867  -1.472
H  -3.975  -1.157  -0.565
O  0.065  -2.586  1.684
H  -0.623  -2.481  2.354
H  2.161  -4.387  -0.938
O  3.338  0.144  3.388
H  3.002  0.258  2.472
H  3.853  -0.665  3.372
O  -0.500  0.857  1.106
H  0.707  -1.387  -0.461
H  -2.154  0.089  2.404
O  3.024  3.644  -0.167
H  2.725  1.580  0.417
H  0.084  -1.719  1.258
O  0.139  -4.114  -3.907
H  2.891  2.916  -0.786
H  -0.766  -3.789  -3.804

Atomic forces in eV per Å
-0.2 0.0 0.1
0.0 0.0 0.0
-0.4 0.1 0.8
-0.1 0.2 0.4
0.1 0.0 -0.3
0.5 -0.2 -0.3
0.4 0.4 -1.4
0.3 -0.9 0.8
0.1 -0.6 -0.2
0.2 -0.3 -0.3
0.5 0.0 0.1
0.1 0.2 0.1
0.0 1.0 0.0
-0.2 -0.3 0.1
0.1 -0.2 -0.3
-0.2 -0.6 1.1
-0.2 -0.5 1.4
0.4 0.8 -0.2
-0.2 -0.3 -0.6
0.3 -0.7 -0.1
0.0 -0.2 -0.2
-0.3 0.7 -0.3
-0.1 -0.4 0.2
0.1 0.1 0.0
-0.3 -0.1 0.3
0.1 0.3 -0.4
0.0 -0.6 0.7
-1.0 0.4 -2.6
-0.4 -0.1 0.2
-0.2 0.0 0.1
0.1 0.0 -0.1
1.0 0.1 1.2
0.1 0.0 0.0
0.0 0.2 -0.1
0.0 0.0 0.0
-0.8 1.0 0.2
0.2 0.1 -0.3
0.7 -0.3 0.0
-0.6 1.1 0.0
-0.2 -0.3 -0.2
0.1 0.2 0.1
-0.4 0.4 0.7
0.5 -0.4 -0.1
0.0 -0.2 -0.4

Here are the natural (NBO) charges for atoms 1 to 6, given in e: O -0.956; H 0.491; H 0.485; O -0.947; H 0.473; H 0.478

no.,strongest force on any atom (eV Å⁻¹)
1,1.30
2,1.18
3,0.94
4,11.80
5,0.46
6,2.77